(i)
DFT (ωB97M-V/def2-TZVPD) results for a cluster of 3 separate species, C4H14O2S in total.

```
21
Properties=species:S:1:pos:R:3:nbo_charge:R:1
C -0.42 2.39 -0.32 -0.603
C -0.23 0.98 0.25 -0.402
C -1.50 0.14 -0.01 -0.404
C -1.19 -1.34 0.22 -0.515
S -2.68 -2.35 0.26 -0.025
H 0.22 3.16 0.08 0.209
H -0.29 2.40 -1.40 0.208
H -1.43 2.72 -0.04 0.198
H -0.01 1.04 1.32 0.196
H 0.64 0.56 -0.26 0.196
H -1.83 0.22 -1.05 0.199
H -2.22 0.59 0.66 0.214
H -0.69 -1.42 1.19 0.230
H -0.50 -1.70 -0.54 0.181
H -3.08 -2.15 -1.04 0.120
H 2.99 1.23 0.61 0.469
H 3.41 -0.08 0.01 0.462
O 3.44 0.86 -0.17 -0.929
H 2.63 -2.47 0.01 0.479
H 1.02 -2.14 -0.08 0.478
O 1.73 -2.64 0.31 -0.962
```

HOMO	-0.3367	Eh
LUMO energy	0.483	eV
structure (SMILES)	CCCCS.O.O
Kohn-Sham gap	9.645	eV

(ii)
DFT (ωB97M-V/def2-TZVPD) results for a cluster of 3 separate species, C4H14O2S in total.

```
21
Properties=species:S:1:pos:R:3:nbo_charge:R:1
C -0.99 -1.12 1.42 -0.611
C 0.52 -0.92 1.92 -0.393
C 1.36 -0.16 0.92 -0.422
C 2.77 -0.01 1.55 -0.430
S 3.93 1.29 0.61 -0.140
H -1.63 -1.59 2.14 0.214
H -1.41 -0.10 1.49 0.205
H -0.92 -1.58 0.43 0.208
H 0.99 -1.89 2.02 0.200
H 0.49 -0.30 2.82 0.203
H 0.99 0.85 0.62 0.197
H 1.54 -0.63 -0.06 0.208
H 3.25 -0.95 1.31 0.210
H 3.00 0.47 2.51 0.230
H 2.81 1.68 -0.04 0.120
H -0.43 2.71 -3.93 0.460
H -0.72 3.58 -2.85 0.460
O -0.17 3.61 -3.66 -0.920
H -4.45 -1.96 -3.03 0.461
H -5.85 -1.75 -3.24 0.462
O -5.08 -1.24 -2.95 -0.923
```

HOMO	-0.3280	Eh
LUMO energy	0.460	eV
structure (SMILES)	CCCCS.O.O
Kohn-Sham gap	9.384	eV

Which of them is most stable? Easy: (i).